a:
Here is a 9-piece molecular cluster, C18H36Br18 overall from the OMol25 dataset. Energies are from wB97M-V/def2-TZVPD.

Atoms and positions in Å:
Br  -3.5118  -3.6394  -5.6758
C  -3.5232  -3.6581  -3.6962
C  -4.3545  -4.8655  -3.2583
Br  -4.4332  -4.7908  -1.2923
H  -3.9047  -2.7512  -3.2431
H  -2.5151  -3.9058  -3.3755
H  -3.9717  -5.8328  -3.5636
H  -5.3976  -4.7730  -3.5472
Br  1.6277  0.9972  7.0522
C  1.1921  -0.8486  6.5696
C  -0.0544  -0.9259  5.7019
Br  -0.5196  -2.7843  5.5426
H  1.1050  -1.3516  7.5268
H  2.0097  -1.2660  5.9861
H  0.2231  -0.5039  4.7408
H  -0.8762  -0.4305  6.2098
Br  -4.0492  5.1740  -4.3989
C  -2.9345  3.5651  -4.2047
C  -2.7709  3.2135  -2.7357
Br  -1.3569  1.8840  -2.6180
H  -2.0119  3.6375  -4.7763
H  -3.4494  2.7731  -4.7523
H  -3.7053  2.9014  -2.2887
H  -2.4173  4.1537  -2.3143
Br  -5.8162  2.2472  -0.2691
C  -6.3327  0.3728  -0.4529
C  -5.4014  -0.5418  0.3389
Br  -5.6288  -0.1472  2.2214
H  -6.3429  -0.0338  -1.4660
H  -7.3563  0.2678  -0.1034
H  -4.3462  -0.4406  0.0872
H  -5.6110  -1.5815  0.0836
Br  0.0048  5.5241  -0.9307
C  1.3367  4.0654  -1.0832
C  2.4961  4.4814  -1.9504
Br  3.8252  3.0993  -1.9920
H  0.8539  3.1748  -1.4683
H  1.6979  3.8495  -0.0803
H  2.9922  5.3465  -1.5156
H  2.2058  4.7236  -2.9695
Br  4.8394  -3.8577  -1.4083
C  5.1419  -3.4945  0.5079
C  6.4595  -4.1202  0.9639
Br  6.9946  -3.3251  2.6612
H  4.3678  -3.9027  1.1501
H  5.2096  -2.4128  0.5435
H  7.2736  -4.0346  0.2492
H  6.3252  -5.1795  1.1694
Br  5.1618  -0.1114  -1.4467
C  6.9548  -0.5962  -2.0878
C  7.9341  -0.5758  -0.9351
Br  9.7297  -0.5287  -1.6705
H  7.2301  0.1282  -2.8480
H  6.8189  -1.5869  -2.5099
H  7.7747  -1.4692  -0.3314
H  7.8306  0.2608  -0.2504
Br  0.5458  -0.5901  2.0732
C  0.0830  -1.3700  0.3363
C  -0.9413  -0.4762  -0.3510
Br  -1.5592  -1.3647  -1.9830
H  -0.3503  -2.3685  0.3564
H  1.0150  -1.4639  -0.2141
H  -0.5659  0.5245  -0.5366
H  -1.7446  -0.3186  0.3698
Br  -2.4641  0.6486  3.7253
C  -3.2585  2.4437  3.4802
C  -2.2438  3.3251  2.7368
Br  -1.7246  2.5691  1.0127
H  -3.6187  2.7672  4.4524
H  -4.1437  2.3508  2.8511
H  -1.3747  3.4518  3.3774
H  -2.6780  4.2979  2.5173

The frontier orbital gap is 9.99 eV. Its net charge is 0. The SMILES is BrCCBr.BrCCBr.BrCCBr.BrCCBr.BrCCBr.BrCCBr.BrCCBr.BrCCBr.BrCCBr. The LUMO energy is 0.2 eV.

***

b:
Here is a 9-piece molecular cluster, C18H36Br18 overall from the OMol25 dataset. Energies are from wB97M-V/def2-TZVPD.

Atoms and positions in Å:
Br  -7.8332  0.2306  0.2848
C  -6.4003  -1.1162  0.4597
C  -6.2131  -1.4293  1.9455
Br  -4.4345  -2.2991  2.1521
H  -5.5021  -0.6069  0.1246
H  -6.7041  -1.9559  -0.1478
H  -6.9720  -2.1648  2.2000
H  -6.2325  -0.5812  2.6148
Br  -6.0391  4.4568  -2.3845
C  -5.9079  3.3743  -0.7446
C  -4.5000  2.8977  -0.6210
Br  -4.2404  1.9360  1.0894
H  -6.6969  2.6293  -0.7727
H  -6.2019  3.9970  0.1013
H  -3.7913  3.7206  -0.6599
H  -4.2115  2.2024  -1.4061
Br  3.1248  -3.1155  -6.0915
C  2.9059  -1.4434  -5.1418
C  1.8701  -0.5666  -5.8113
Br  1.7402  1.0287  -4.6131
H  3.8259  -0.8540  -5.1839
H  2.7498  -1.7141  -4.1038
H  0.9053  -1.0706  -5.7319
H  2.0280  -0.2762  -6.8412
Br  -2.6608  -2.1020  -2.1280
C  -2.2624  -0.6681  -0.8435
C  -0.7718  -0.4169  -0.6960
Br  -0.4149  0.8618  0.7609
H  -2.7665  -0.8140  0.1083
H  -2.7270  0.2120  -1.2879
H  -0.3248  0.0136  -1.5788
H  -0.2924  -1.3585  -0.4376
Br  3.7052  2.9264  3.9716
C  3.0091  1.1202  4.3495
C  2.0335  0.6931  3.2613
Br  1.5164  -1.1439  3.6655
H  2.4848  1.2285  5.2897
H  3.8607  0.4534  4.4091
H  2.4845  0.6431  2.2783
H  1.1859  1.3689  3.2628
Br  -0.2692  2.2843  6.0921
C  -1.0252  3.7510  5.0319
C  -1.5831  3.1706  3.7445
Br  -2.5501  4.5821  2.8261
H  -0.2122  4.4249  4.7897
H  -1.8166  4.1151  5.6706
H  -2.2654  2.3501  3.9588
H  -0.8750  2.8161  3.0038
Br  5.0045  1.3341  0.6195
C  4.9185  2.7693  -0.7500
C  3.7474  2.5042  -1.6771
Br  3.4973  4.0292  -2.8401
H  5.8668  2.6525  -1.2632
H  4.8916  3.7106  -0.2134
H  2.8482  2.2328  -1.1287
H  4.0033  1.6501  -2.3015
Br  0.6578  -6.8004  -1.3802
C  0.6296  -5.1476  -0.3398
C  -0.8156  -4.9134  0.0551
Br  -1.0068  -3.4491  1.3742
H  1.0480  -4.3455  -0.9323
H  1.2472  -5.4594  0.4947
H  -1.2987  -5.8075  0.4346
H  -1.3743  -4.6228  -0.8331
Br  7.3086  -3.1257  -0.9592
C  5.8313  -1.9661  -1.4575
C  4.5350  -2.5437  -0.9238
Br  2.9838  -1.4443  -1.4735
H  5.7995  -1.9882  -2.5469
H  6.0060  -0.9353  -1.1686
H  4.5723  -2.5386  0.1664
H  4.3665  -3.5869  -1.1752

The frontier orbital gap is 10.20 eV. Its net charge is 0. The SMILES is BrCCBr.BrCCBr.BrCCBr.BrCCBr.BrCCBr.BrCCBr.BrCCBr.BrCCBr.BrCCBr. The LUMO energy is 0.2 eV.

***

Verdict on stability: b comes out on top.

***

a:
Here is C8H18O11Zn2 as an isolated structure from the OMol25 dataset. Energies are from wB97M-V/def2-TZVPD.

Atoms and positions in Å:
Zn  2.7052  1.5503  2.6475
Zn  3.4733  -2.8452  0.6939
C  0.5556  0.0447  -0.7293
C  1.3301  -0.4985  0.4590
O  1.4563  0.2123  1.5339
O  2.0044  -1.4931  0.2326
H  0.4998  -0.5667  -1.6300
H  1.0862  0.9786  -0.9150
H  -0.5107  0.2111  -0.5762
C  -0.6078  2.8957  -3.0168
C  -1.8383  2.1554  -3.5465
O  -1.7955  0.9074  -3.6364
O  -2.8358  2.7523  -4.0174
H  -0.8069  3.7168  -2.3281
H  0.1744  3.2052  -3.7100
H  -0.2823  2.1651  -2.2762
C  1.4092  2.5013  6.2499
C  1.9072  2.2528  4.8468
O  1.2380  1.5703  4.0643
O  3.0152  2.5992  4.4465
H  1.0944  3.5422  6.3247
H  2.1274  2.4030  7.0640
H  0.5811  1.8828  6.5959
C  -0.9156  -4.5045  -2.4546
C  -1.4046  -3.1968  -2.9999
O  -2.4593  -3.1711  -3.6777
O  -0.7021  -2.2007  -3.0112
H  -0.1690  -4.2986  -1.6877
H  -0.5565  -5.2223  -3.1921
H  -1.6906  -5.0548  -1.9211
O  -3.5532  -0.1080  0.4977
H  -2.7165  -0.1574  0.9599
H  -3.8170  0.8087  0.5761
O  -1.4163  -0.0589  2.3379
H  -0.6293  -0.1609  1.8026
H  -1.1838  -0.4448  3.1824
O  2.0445  -1.5395  -3.2996
H  2.0767  -1.1561  -2.4231
H  1.1123  -1.6774  -3.4671

The frontier orbital gap is 1.93 eV. Its net charge is 0. The LUMO energy is -5.5 eV.

***

b:
Here is C8H18O11Zn2 as an isolated structure from the OMol25 dataset. Energies are from wB97M-V/def2-TZVPD.

Atoms and positions in Å:
Zn  0.8197  0.6733  -0.8487
Zn  -1.1914  -3.6032  -1.5880
C  0.6091  -1.3398  -4.3677
C  0.7638  -1.7116  -2.9151
O  0.4279  -2.8905  -2.5236
O  1.2052  -0.8727  -2.1187
H  -0.4518  -1.3068  -4.6194
H  1.1460  -2.0386  -5.0075
H  1.0132  -0.3495  -4.5640
C  -2.0507  3.5257  -0.4586
C  -0.9602  3.0899  0.5309
O  -0.0793  2.2069  0.2141
O  -0.9147  3.6560  1.6171
H  -2.5395  4.3663  0.0347
H  -2.6492  2.6977  -0.8319
H  -1.6528  4.1027  -1.3008
C  4.7612  1.5784  0.8633
C  3.7795  0.5561  0.2486
O  4.1871  -0.6130  0.1738
O  2.5538  0.8873  0.1766
H  4.8885  1.5140  1.9398
H  4.4038  2.5764  0.6026
H  5.7171  1.4067  0.3683
C  -2.1380  -1.1209  1.5060
C  -0.8658  -1.4260  0.7202
O  -0.8075  -2.5547  0.0662
O  0.0983  -0.6761  0.6686
H  -2.2837  -0.0444  1.4938
H  -2.0375  -1.5630  2.4953
H  -2.9551  -1.6005  0.9705
O  0.4229  -4.4832  2.1949
H  -0.3972  -4.9690  2.3283
H  0.1616  -3.6943  1.7077
O  -5.1416  0.3324  0.6413
H  -4.6744  1.0041  1.1514
H  -5.2064  0.7034  -0.2444
O  0.7958  1.0090  3.0321
H  0.5737  0.7779  2.1161
H  0.6686  0.1935  3.5261

The frontier orbital gap is 2.53 eV. Its net charge is 0. The LUMO energy is -5.2 eV.

***

Verdict on stability: b comes out on top.